P) Below is one molecule with the formula C5H7NO, with properties calculated with the ωB97M-V functional and the def2-TZVPD basis.

Element x y z (Å)
C  0.8243  1.4918  0.3205
C  -0.0494  0.6917  -0.6100
C  0.5531  -0.0317  -1.7434
N  1.0661  -0.6104  -2.6050
C  -0.5855  -0.2090  0.4522
O  -1.2222  0.3039  1.4606
C  -0.4377  -1.6814  0.4304
H  1.8212  1.0744  0.4423
H  0.8157  2.5621  0.1238
H  -0.8104  1.2366  1.4526
H  -0.8825  1.3056  -0.9786
H  -0.9904  -2.1442  1.2489
H  0.6307  -1.9040  0.5492
H  -0.7330  -2.0855  -0.5436

Computed properties:
E_LUMO (spin up / spin down) = -0.0187 / -0.0187 hartree
HOMO (spin up / spin down) = -7.5211 / -7.5221 eV
Kohn-Sham gap (spin up / spin down) = 7.0 / 7.0 eV
spin multiplicity = 1


Q) Below is one molecule with the formula C5H7NO, with properties calculated with the ωB97M-V functional and the def2-TZVPD basis.

Element x y z (Å)
C  -2.1106  0.6473  0.7666
N  -0.8966  -0.0216  0.3449
C  1.1145  -2.5550  -0.1635
C  1.4101  -1.2813  -0.4436
C  1.3602  0.0543  -0.4314
C  0.0977  0.6802  -0.0025
O  0.0655  2.0464  -0.0010
H  -2.4013  1.4678  0.0973
H  -2.0020  1.0695  1.7746
H  -2.9217  -0.0861  0.7965
H  0.7836  -3.1500  -1.0263
H  2.3878  -1.9190  -0.6370
H  2.2131  0.6494  -0.7385
H  0.8997  2.3979  -0.3358

Computed properties:
E_LUMO = 0.0151 hartree
HOMO = -8.2269 eV
Kohn-Sham gap = 8.6 eV
spin multiplicity = 1


P) comes first in stability; the runner-up is 18.3 kcal/mol higher.